1.
56
Properties=species:S:1:pos:R:3:forces:R:3:lowdin_charge:R:1 method="wB97M-V/def2-TZVPD" de_lowest_kj_mol=21.4 e_tot_ha=-1680.34184 fmax_ev_per_a=1.464 mol_weight_g_mol=414.94 gap_ev=9.224 smiles=COCCn1nnnc1[C@@H](C(C)C)N(Cc1cccnc1)Cc1ccccc1Cl
C -2.3357 -2.9893 -3.1620 -0.03 -0.03 0.02 -0.11
H -1.9829 -4.0117 -3.2795 -0.10 -0.01 -0.05 0.09
O -1.2751 -2.2794 -2.5588 0.05 -0.08 0.11 -0.18
C -1.4210 -0.8883 -2.5491 0.00 0.25 0.01 -0.21
C -2.5518 -0.3778 -1.6324 0.25 -0.19 -0.80 -0.08
N -2.4483 -0.9623 -0.3299 0.46 0.06 1.39 -0.04
C -1.7206 -0.6162 0.7630 -0.59 -0.20 -0.55 -0.26
N -1.9115 -1.5487 1.6707 0.61 0.76 0.35 0.08
N -2.7360 -2.4387 1.1385 -0.36 -0.86 0.39 -0.02
N -3.0627 -2.1128 -0.0390 -0.56 -0.09 -1.11 0.06
C -0.8831 0.6124 0.8981 0.16 0.09 0.36 -0.21
N 0.3002 0.4580 0.0770 0.05 0.07 0.12 -0.10
C 1.1023 -0.7459 0.1766 -0.08 -0.06 -0.06 -0.13
C 1.8854 -0.9469 1.4583 0.12 0.00 -0.10 -0.21
C 3.1903 -0.4973 1.6344 -0.11 -0.14 0.23 -0.59
C 3.8690 -0.6739 2.8297 0.06 0.04 0.01 -0.11
C 3.2495 -1.3284 3.8781 0.01 0.03 -0.02 -0.08
C 1.9681 -1.8252 3.7142 -0.05 -0.02 0.03 -0.07
C 1.3029 -1.6402 2.5162 0.14 -0.09 -0.01 -0.05
H 0.3084 -2.0435 2.3890 -0.09 0.00 -0.01 0.10
H 1.4861 -2.3619 4.5167 -0.05 -0.06 0.08 0.11
H 3.7763 -1.4627 4.8104 0.05 -0.02 0.08 0.10
H 4.8789 -0.3065 2.9299 0.07 0.03 -0.02 0.10
Cl 4.0635 0.2664 0.3395 0.21 0.09 -0.18 0.73
H 1.7899 -0.7399 -0.6722 -0.07 -0.11 0.00 0.10
H 0.4378 -1.6073 0.0542 0.11 -0.01 -0.06 0.13
C 0.9623 1.6686 -0.3872 -0.07 -0.02 -0.27 -0.14
C 0.8748 1.7371 -1.8921 0.20 0.13 -0.08 -0.19
C 1.8565 1.1983 -2.7165 -0.12 0.12 0.02 -0.03
C 1.6724 1.2147 -4.0893 -0.06 -0.01 0.04 -0.05
C 0.5063 1.7715 -4.5911 0.25 -0.14 -0.21 -0.16
N -0.4260 2.3092 -3.8225 -0.45 0.19 -0.17 0.07
C -0.2373 2.2951 -2.5160 0.18 -0.03 0.26 -0.13
H -1.0186 2.7668 -1.9313 -0.05 0.04 0.19 0.11
H 0.3090 1.8015 -5.6545 0.08 -0.04 -0.10 0.10
H 2.4175 0.8062 -4.7541 0.05 -0.04 -0.08 0.10
H 2.7582 0.7831 -2.2895 0.08 -0.06 0.07 0.09
H 2.0093 1.6949 -0.0763 -0.15 0.13 0.05 0.07
H 0.4616 2.5410 0.0334 0.06 -0.03 0.06 0.12
H -1.4499 1.4423 0.4480 0.01 -0.03 0.10 0.15
C -0.7114 0.9280 2.4112 -0.12 0.22 -0.06 -0.36
C 0.3657 1.9695 2.6941 -0.11 -0.27 -0.10 -0.05
H 1.3331 1.6489 2.3184 0.17 0.03 -0.05 0.07
H 0.4559 2.1081 3.7693 0.02 0.05 0.09 0.09
H 0.1111 2.9312 2.2523 0.01 0.16 -0.04 0.08
C -2.0518 1.4022 2.9708 0.15 -0.23 -0.04 -0.06
H -2.3743 2.3197 2.4795 -0.03 0.14 -0.05 0.08
H -2.8180 0.6439 2.8335 -0.14 -0.02 0.04 0.07
H -1.9612 1.5998 4.0357 -0.04 0.05 0.12 0.08
H -0.4369 0.0034 2.9202 -0.06 0.10 -0.04 0.10
H -2.4842 0.7088 -1.5603 -0.08 -0.06 0.02 0.12
H -3.5273 -0.6616 -2.0335 0.06 0.14 0.10 0.13
H -1.6035 -0.4981 -3.5619 0.03 0.00 0.08 0.13
H -0.4662 -0.5042 -2.1847 -0.15 0.06 -0.08 0.10
H -3.2298 -2.9921 -2.5316 0.01 -0.01 -0.05 0.07
H -2.5772 -2.5698 -4.1456 0.00 -0.02 -0.02 0.09



2.
56
Properties=species:S:1:pos:R:3:forces:R:3:lowdin_charge:R:1 method="wB97M-V/def2-TZVPD" de_lowest_kj_mol=92.1 e_tot_ha=-1451.31177 fmax_ev_per_a=0.606 mol_weight_g_mol=412.45 gap_ev=9.830 smiles="COCC1CCN(C(=O)[C@@H]2CCC(=O)N(Cc3cccc(C(F)(F)F)c3)C2)CC1"
C -5.3921 -3.5754 -1.1098 -0.07 -0.08 -0.04 -0.11
H -4.6394 -4.2694 -1.4779 -0.08 -0.06 -0.02 0.09
O -4.7030 -2.4555 -0.6229 0.17 0.21 0.10 -0.19
C -5.5590 -1.4626 -0.1078 -0.13 0.28 0.11 -0.22
C -4.7237 -0.2986 0.4290 0.08 -0.55 -0.24 -0.30
C -3.8212 -0.7569 1.5753 -0.11 0.33 -0.03 -0.13
C -2.9411 0.3944 2.0534 0.08 -0.37 0.34 -0.13
N -2.1464 0.9167 0.9572 -0.40 0.01 0.17 -0.04
C -0.8021 0.8009 1.0118 0.30 0.36 -0.23 -0.41
O -0.2422 0.3155 1.9789 0.26 -0.18 0.16 0.06
C 0.0040 1.3072 -0.1857 0.26 -0.25 0.21 -0.21
C 1.4432 1.5480 0.2584 -0.36 -0.18 0.37 -0.10
N 2.3400 1.8011 -0.8487 0.11 0.24 0.21 -0.04
C 2.1330 1.4497 -2.1385 -0.29 0.05 -0.26 -0.46
O 2.9749 1.6403 -2.9980 0.16 -0.13 -0.34 0.05
C 0.7824 0.8537 -2.4899 0.02 -0.16 -0.01 -0.08
C 0.0374 0.2637 -1.3030 -0.12 0.28 -0.13 -0.13
H -0.9686 -0.0309 -1.6046 -0.01 -0.07 0.02 0.11
H 0.5520 -0.6274 -0.9377 -0.04 -0.06 0.06 0.14
H 0.9541 0.1023 -3.2625 0.05 0.12 0.00 0.13
H 0.1934 1.6545 -2.9480 0.03 -0.01 -0.01 0.13
C 3.6507 2.2929 -0.4663 0.17 0.12 -0.29 -0.10
C 4.4212 1.2562 0.3070 0.07 -0.02 0.10 -0.19
C 4.9361 1.5205 1.5687 -0.02 -0.02 -0.14 -0.03
C 5.6244 0.5448 2.2699 0.08 -0.06 0.05 -0.06
C 5.7978 -0.7148 1.7257 -0.04 -0.03 -0.11 -0.01
C 5.2775 -0.9832 0.4664 -0.04 -0.04 -0.02 -0.11
C 4.6006 -0.0055 -0.2460 0.10 -0.05 0.17 0.05
H 4.2115 -0.2217 -1.2298 -0.06 -0.03 -0.12 0.13
C 5.4694 -2.3351 -0.1588 0.12 -0.28 -0.17 -0.59
F 6.5131 -2.3577 -1.0117 0.10 0.17 -0.05 0.14
F 5.7057 -3.3029 0.7407 0.02 0.05 0.27 0.14
F 4.4004 -2.7320 -0.8691 -0.21 0.14 -0.06 0.14
H 6.3237 -1.4840 2.2693 0.03 -0.06 0.05 0.12
H 6.0221 0.7635 3.2488 0.03 0.02 0.10 0.11
H 4.7992 2.4984 2.0067 -0.05 0.11 0.05 0.11
H 3.5361 3.2057 0.1265 0.01 -0.06 -0.03 0.13
H 4.1754 2.5292 -1.3979 -0.09 0.06 0.23 0.13
H 1.4823 2.4117 0.9322 0.03 -0.09 -0.02 0.14
H 1.7839 0.6747 0.8299 -0.07 0.19 -0.03 0.13
H -0.4144 2.2453 -0.5608 -0.02 -0.05 -0.03 0.15
C -2.9618 1.4098 -0.1277 -0.07 -0.05 -0.43 -0.14
H -2.3481 1.8198 -0.9264 0.01 0.05 0.07 0.11
C -3.8540 0.2955 -0.6795 -0.10 0.20 0.22 -0.13
H -4.4803 0.6975 -1.4777 -0.02 0.00 -0.08 0.12
H -3.2391 -0.5041 -1.0936 0.05 0.03 -0.08 0.11
H -3.5967 2.2159 0.2642 0.07 0.02 -0.09 0.13
H -2.2519 0.0593 2.8293 -0.15 0.13 -0.06 0.12
H -3.5650 1.2040 2.4504 0.02 0.00 0.01 0.13
H -4.4235 -1.1216 2.4083 -0.02 -0.07 0.05 0.12
H -3.1931 -1.5744 1.2206 0.04 -0.05 0.06 0.13
H -5.4160 0.4677 0.7971 -0.02 -0.01 0.00 0.15
H -6.2372 -1.1049 -0.9000 0.03 -0.04 0.06 0.13
H -6.1779 -1.8821 0.7015 0.02 0.02 -0.06 0.13
H -6.0693 -3.3015 -1.9290 0.02 -0.03 0.02 0.09
H -5.9785 -4.0581 -0.3178 0.02 -0.01 -0.03 0.09



3.
53
Properties=species:S:1:pos:R:3:forces:R:3:lowdin_charge:R:1 method="wB97M-V/def2-TZVPD" de_lowest_kj_mol=18.1 e_tot_ha=-1176.27239 fmax_ev_per_a=1.062 mol_weight_g_mol=358.46 gap_ev=8.818 smiles="Cc1occc1C(=O)N(C)C[C@@H]1CCCN(CCc2ccccc2F)C1"
C -2.5696 -1.9682 1.9638 -0.17 -0.17 -0.13 0.02
C -3.5336 -1.7099 0.8645 0.47 0.93 -0.21 -0.25
C -3.6596 -0.6323 0.0260 -0.11 -0.64 0.56 -0.11
C -4.7462 -0.9430 -0.8441 -0.17 -0.51 0.11 -0.02
C -5.1780 -2.1756 -0.4758 -0.20 0.62 -0.64 -0.11
O -4.4433 -2.6514 0.5471 0.15 -0.28 0.33 0.06
H -5.9680 -2.7990 -0.8441 -0.09 -0.14 0.03 0.12
H -5.1543 -0.3188 -1.6122 -0.14 0.08 -0.20 0.11
C -2.8819 0.6245 0.1389 -0.04 -0.18 -0.07 -0.41
O -2.7703 1.1967 1.2122 0.03 0.16 0.29 0.07
N -2.3060 1.1045 -0.9874 0.04 0.11 -0.05 -0.09
C -2.3088 0.4329 -2.2631 -0.08 -0.16 -0.22 -0.04
H -2.5991 -0.6080 -2.1422 0.06 0.05 -0.07 0.09
H -3.0051 0.9159 -2.9562 0.05 -0.05 -0.06 0.10
H -1.3089 0.4652 -2.6979 -0.01 -0.02 -0.01 0.09
C -1.5783 2.3592 -0.8975 0.16 0.14 0.51 -0.12
H -2.2231 3.0949 -0.4057 0.07 0.03 -0.12 0.13
C -0.2804 2.2423 -0.0882 0.05 0.02 -0.37 -0.29
C 0.5072 3.5521 -0.1308 -0.07 -0.16 0.30 -0.16
C 1.7879 3.4116 0.6889 0.05 -0.10 -0.23 -0.17
C 2.5950 2.2006 0.2023 0.04 0.17 0.15 -0.18
N 1.8338 0.9670 0.1904 -0.02 -0.09 -0.05 -0.16
C 1.6522 0.3567 1.4929 0.33 -0.08 0.10 -0.18
H 1.5794 1.0932 2.3052 -0.12 -0.03 -0.01 0.12
C 2.8223 -0.5990 1.7970 -0.25 0.17 -0.08 -0.11
C 2.9152 -1.6344 0.7186 0.24 0.09 -0.04 -0.17
C 2.0927 -2.7538 0.7147 0.12 0.04 -0.07 -0.04
C 2.1353 -3.6743 -0.3171 -0.12 -0.14 -0.04 -0.09
C 3.0063 -3.4900 -1.3777 -0.03 -0.01 0.03 -0.09
C 3.8390 -2.3856 -1.3995 0.09 0.18 0.04 -0.01
C 3.7788 -1.4786 -0.3580 -0.12 -0.25 0.03 -0.23
F 4.6163 -0.4183 -0.3894 -0.08 -0.03 0.02 0.06
H 4.5317 -2.2177 -2.2094 0.08 0.04 -0.07 0.12
H 3.0416 -4.2057 -2.1849 0.01 -0.06 -0.07 0.10
H 1.4883 -4.5386 -0.2946 -0.05 -0.07 0.01 0.10
H 1.4130 -2.9028 1.5416 -0.08 -0.01 0.11 0.11
H 2.6484 -1.0730 2.7645 0.08 -0.01 0.04 0.12
H 3.7510 -0.0307 1.8458 0.00 -0.01 0.11 0.11
H 0.7255 -0.2220 1.4840 -0.03 0.04 0.04 0.12
C 0.6280 1.1117 -0.5946 -0.28 0.09 0.15 -0.15
H 0.0985 0.1555 -0.5853 0.00 0.00 -0.09 0.12
H 0.9357 1.3247 -1.6255 -0.08 -0.02 -0.09 0.13
H 3.4802 2.0583 0.8239 0.08 0.01 -0.06 0.12
H 2.9338 2.3811 -0.8230 0.09 0.06 0.02 0.12
H 2.3961 4.3133 0.6016 0.04 0.03 0.08 0.11
H 1.5286 3.2839 1.7420 0.02 0.05 0.06 0.11
H -0.1017 4.3716 0.2576 -0.02 0.06 -0.07 0.12
H 0.7643 3.7850 -1.1684 -0.01 0.05 -0.10 0.12
H -0.5575 2.0241 0.9471 0.01 0.02 -0.05 0.14
H -1.3641 2.7000 -1.9122 -0.03 0.00 -0.02 0.13
H -2.2040 -1.0174 2.3416 0.01 0.03 0.03 0.08
H -1.7258 -2.5611 1.6075 0.05 -0.06 0.03 0.08
H -3.0587 -2.5170 2.7652 0.02 -0.01 0.11 0.09



4.
60
Properties=species:S:1:pos:R:3:forces:R:3:lowdin_charge:R:1 method="wB97M-V/def2-TZVPD" e_tot_ha=-3991.75789 fmax_ev_per_a=13.067 s2=8.806 mol_weight_g_mol=668.00 spin_multiplicity=6 gap_ev="3.010 / 4.996" total_charge=-2
Fe 0.7547 -0.4096 0.3558 0.02 -0.67 -0.26 0.17
O 1.0144 -0.4096 4.4452 1.10 0.08 -2.75 -0.06
C 1.4654 -0.4096 3.2385 -0.65 -0.21 3.05 -0.55
O 0.7099 -0.4096 2.2168 0.61 -0.07 3.09 -0.18
C 2.9912 -0.4096 3.0841 0.71 -0.15 1.17 -0.16
C 3.7567 -0.4097 4.2802 -0.01 0.01 -0.30 -0.04
C 5.1540 -0.4097 4.2830 -0.76 0.02 0.27 -0.14
C 5.8375 -0.4097 3.0772 -0.44 0.05 -0.90 -0.13
C 5.1200 -0.4096 1.8809 0.81 0.06 1.08 -0.15
C 3.7125 -0.4096 1.8713 -0.39 -0.68 -0.63 -0.65
S 2.9812 -0.4096 0.3110 2.42 -0.40 -0.63 0.73
H 3.2292 -0.4097 5.2324 -0.07 -0.01 -0.31 0.10
H 5.6896 -0.4097 5.2242 0.01 -0.01 0.05 0.07
H 6.9199 -0.4097 3.0539 0.10 -0.01 0.00 0.08
H 5.6656 -0.4096 0.9405 -0.28 -0.02 0.05 0.08
C 0.7293 4.0857 0.9431 -0.14 -0.04 -0.41 -0.24
S 0.9922 2.3914 1.5203 0.31 0.08 0.26 0.92
C 2.7820 2.5479 1.7330 0.14 0.16 -0.08 -0.25
O 0.7547 1.4762 0.3558 0.20 4.08 0.04 -0.58
H 1.0129 4.7874 1.7309 0.03 -0.19 0.05 0.05
H -0.3304 4.2134 0.7098 0.09 -0.15 0.02 0.04
H 1.3229 4.2703 0.0445 -0.02 -0.08 0.05 0.06
H 2.9941 3.3031 2.4933 -0.21 0.04 0.05 0.06
H 3.2474 2.8285 0.7851 -0.13 -0.08 0.01 0.06
H 3.1792 1.5841 2.0603 -0.25 0.55 -0.07 0.00
C -3.2299 -1.9685 -0.0967 -1.42 -1.25 0.91 -0.12
C -2.8326 -2.0689 -1.5637 -1.65 -1.48 0.11 -0.31
O -1.8897 -1.0677 -1.8786 6.83 -10.40 -3.98 -0.43
P -0.2704 -1.7422 -1.9804 3.32 7.58 -2.76 0.52
O 0.7547 -0.4096 -1.5516 -3.42 -4.52 -4.10 -0.52
Te 0.2471 -3.4754 -0.6123 1.84 -5.21 3.18 0.61
O 0.1149 -2.0259 -3.6638 -0.50 0.76 1.89 -0.31
C -0.8191 -2.9366 -4.1857 -0.46 -0.53 -0.68 -0.41
C -0.4219 -3.2893 -5.6108 0.20 -0.04 -0.39 -0.10
H -4.0071 -2.7272 0.1337 0.14 0.24 -0.34 0.09
H -3.6386 -0.9581 0.1167 0.26 -0.87 0.01 0.10
H -2.3502 -2.1460 0.5554 -1.80 -0.72 -0.07 0.05
H -3.7332 -1.9001 -2.1907 0.39 0.10 0.17 0.13
H -2.4924 -3.1012 -1.7998 0.06 0.70 0.09 0.08
H -1.8320 -2.4786 -4.2186 0.35 -0.35 0.23 0.11
H -0.8295 -3.8815 -3.5972 -0.20 0.46 -0.04 0.09
H -0.4058 -2.3735 -6.2393 0.04 -0.55 0.33 0.08
H -1.1540 -4.0066 -6.0385 0.40 0.37 0.18 0.07
H 0.5865 -3.7550 -5.6205 -0.58 0.30 -0.05 0.08
C -1.2158 -0.4096 0.3558 -2.47 0.83 0.49 -0.27
C -1.9907 0.7488 -0.1612 0.83 -2.20 0.87 -0.23
C -2.7080 0.6346 -1.3582 -4.59 7.16 0.28 -0.06
C -3.6539 1.6030 -1.7107 0.81 -0.29 0.76 -0.02
C -3.8864 2.6965 -0.8707 -0.60 0.75 -0.28 -0.29
C -3.1393 2.8372 0.3031 0.82 -0.58 0.59 -0.06
C -2.1949 1.8671 0.6555 -0.92 1.35 -0.21 -0.06
C -4.9163 3.6424 -1.1878 -0.23 0.32 0.01 -0.24
N -5.7636 4.3968 -1.4350 0.40 -0.35 0.08 0.07
H -1.5263 -1.3403 -0.1679 1.75 2.47 1.80 -0.05
H -1.4498 -0.4966 1.4450 0.36 -0.07 -0.66 0.11
H -2.5827 -0.2363 -1.9982 -2.88 4.78 -0.89 -0.08
H -4.2334 1.4746 -2.6232 -0.02 0.11 0.13 0.10
H -3.3134 3.6789 0.9710 -0.06 -0.07 -0.14 0.10
H -1.6622 1.9654 1.5993 -0.12 -0.14 -0.09 0.09
H 0.7547 -2.0960 0.3558 -0.12 -0.97 -0.32 -0.20